92
Properties=species:S:1:pos:R:3:lowdin_spin:R:1 method="wB97M-V/def2-TZVPD" spin_multiplicity=2 s2=0.754 orbital_gap_ev="8.979 / 9.119" charge=0 e_lumo_ha="0.0024 / -0.0088"
I 1.691 -1.398 1.657 0.001
O 4.032 1.261 2.813 0.000
O -4.791 3.234 -5.457 0.000
O 6.179 -5.310 1.681 0.000
O -0.396 -7.331 4.401 0.000
O -2.638 1.183 -0.381 0.532
O -2.239 -4.074 1.491 0.000
O -6.674 7.825 -7.971 0.000
O 3.031 4.778 -0.747 0.000
O 5.009 -0.009 1.364 0.000
N 5.002 5.647 -1.453 0.000
N -6.343 6.850 -5.948 0.000
N -1.012 -5.987 1.521 0.000
N -5.447 5.921 -7.846 0.000
N 5.132 -3.299 1.704 0.000
N -4.155 2.525 -3.400 0.000
N -1.701 0.681 -1.108 0.362
N 3.984 -5.218 2.244 0.000
N 1.461 -8.628 4.401 0.000
N 4.804 4.745 0.660 0.000
N -2.948 1.928 -5.262 0.000
N -1.817 -5.104 3.469 0.000
N 0.373 -8.144 6.368 0.000
C -0.414 1.429 -1.042 0.028
C -0.452 0.781 2.263 0.004
C 4.472 0.984 1.564 0.000
C 4.201 5.041 -0.531 0.000
C -6.188 6.928 -7.304 0.000
C -1.556 -0.767 -0.842 0.026
C 0.069 -0.038 1.081 0.001
C 0.428 -7.993 5.019 0.000
C -0.739 2.844 -0.536 -0.002
C -0.720 -1.524 -1.867 0.001
C 0.627 0.788 -0.097 0.015
C -4.018 2.605 -4.751 0.000
C 2.927 2.200 2.840 0.000
C -1.727 -4.990 2.122 0.000
C -1.099 -0.989 0.605 0.016
C -2.986 -1.374 -0.947 0.001
C 1.673 1.669 3.549 0.000
C 0.211 1.626 -2.434 0.006
C 5.172 -4.650 1.863 0.000
C 0.389 1.983 2.721 0.000
H -3.490 -0.843 -1.753 0.000
H 5.966 5.871 -1.293 0.000
H 4.385 1.722 0.752 0.000
H -1.964 -0.794 1.230 0.002
H 1.036 -8.681 6.894 0.000
H -0.859 -2.027 0.782 0.001
H -0.818 -2.581 -1.640 0.000
H 4.588 5.877 -2.338 0.000
H -5.308 5.935 -8.839 0.000
H -5.043 5.175 -7.305 0.000
H -0.591 -6.741 2.031 0.000
H -0.964 2.857 0.518 0.001
H 1.216 2.008 -2.289 0.000
H -0.379 -7.687 6.851 0.000
H -6.883 7.571 -5.507 0.000
H -2.302 1.406 -4.700 0.001
H 0.345 -1.305 -1.835 0.000
H 1.291 1.589 0.208 0.002
H -2.333 -4.395 3.956 0.000
H -1.079 -1.384 -2.885 0.001
H 4.236 4.300 1.358 0.000
H -1.408 1.187 1.927 0.002
H 3.974 -6.212 2.370 0.000
H -2.929 -2.416 -1.230 0.000
H -4.930 3.009 -2.986 0.000
H -0.686 0.164 3.126 0.000
H 1.767 0.629 3.837 0.000
H 3.141 -4.696 2.398 0.000
H -5.951 6.115 -5.388 0.000
H 0.196 0.713 -3.019 0.001
H 1.528 -8.537 3.404 0.000
H 2.741 2.510 1.811 0.000
H -3.554 -1.226 -0.041 -0.001
H -0.916 -5.948 0.523 0.000
H 0.161 3.454 -0.651 0.000
H -3.527 2.012 -2.805 0.000
H 1.256 0.107 -0.662 0.000
H 2.147 -9.175 4.887 0.000
H -0.256 2.552 3.390 0.000
H 1.593 2.235 4.472 0.000
H -1.389 -5.863 3.985 0.000
H -0.373 2.397 -2.930 0.000
H -2.814 1.963 -6.256 0.000
H 0.610 2.666 1.912 0.000
H -1.515 3.319 -1.124 0.000
H 5.764 4.946 0.868 0.000
H 4.307 -2.750 1.853 0.000
H 5.979 -2.838 1.425 0.000
H 3.275 3.088 3.371 0.000

***

87
Properties=species:S:1:pos:R:3:mulliken_charge:R:1 method="wB97M-V/def2-TZVPD" smiles="NC(=O)CC[C@@H]1C[C@H](N=C=O)[C@@H](P(=O)(O)O)S(=O)(=O)O1.CCO.CCO.CCO.CCO.CCO.CCO" orbital_gap_ev=10.026 charge=0 e_lumo_ha=0.0006
S -0.001 -2.493 1.716 1.061
P -2.316 -0.509 2.217 1.175
O 1.614 -2.641 1.845 -0.551
O -1.526 -3.341 -6.150 -0.561
O -0.566 -3.675 2.321 -0.694
O -2.097 3.268 -2.902 -0.473
O -1.686 0.394 -1.034 -0.352
O -3.212 -0.705 3.374 -0.718
O 3.238 4.043 3.484 -0.462
O -2.105 2.355 7.832 -0.506
O -0.349 -2.379 0.320 -0.488
O 0.630 0.910 5.856 -0.463
O 4.945 1.687 0.485 -0.568
O -2.334 1.098 1.877 -0.500
O -2.913 -1.280 0.923 -0.476
O 0.810 -5.091 -7.135 -0.488
N 4.371 1.295 2.665 -0.367
N 0.068 1.217 3.558 -0.525
C -1.356 -0.273 -2.254 -0.036
C -4.443 3.831 -3.191 -1.042
C 1.120 -5.754 -8.361 -0.277
C -1.649 -3.292 -4.730 -0.112
C 1.345 5.486 3.964 -0.976
C 0.293 1.047 4.754 0.695
C -3.332 1.749 7.426 -0.266
C 2.424 5.099 2.970 -0.202
C -3.007 4.321 -3.226 -0.271
C -3.118 0.309 7.001 -0.523
C 4.508 -0.594 0.885 -0.684
C -0.123 0.351 -2.876 -0.846
C -0.286 -3.286 -4.065 -0.732
C 2.341 -5.139 -9.017 -1.041
C 3.831 -1.517 1.936 -0.970
C 1.773 -0.604 3.109 -1.714
C -0.633 -1.085 2.711 -0.190
C 4.629 0.872 1.314 0.447
C 0.440 0.073 2.702 -0.505
C 2.293 -1.368 1.879 0.601
H -2.219 2.570 -3.554 0.227
H -1.051 -4.150 -6.370 0.313
H 3.081 5.943 2.769 0.295
H -2.758 4.713 -4.216 0.271
H -2.418 0.252 6.163 -0.116
H 2.585 -5.652 -9.948 0.345
H 1.793 5.802 4.907 0.270
H 4.072 -2.547 1.644 0.418
H 3.473 1.758 2.700 0.008
H -5.138 4.637 -3.427 0.359
H 2.171 -4.082 -9.236 0.348
H -4.013 1.802 8.274 0.295
H -3.759 2.332 6.604 0.252
H 2.656 3.297 3.656 0.211
H 3.201 -5.196 -8.349 0.265
H 1.978 4.775 2.024 0.254
H -1.179 -1.321 -2.020 0.116
H -0.381 -3.238 -2.978 0.127
H -4.058 -0.155 6.700 0.329
H -4.686 3.436 -2.203 0.235
H 0.145 -0.154 -3.805 0.309
H 2.050 -0.838 0.944 0.308
H 1.503 -1.363 3.861 0.592
H 0.253 -5.694 -9.027 0.263
H 0.276 -4.184 -4.327 0.419
H -1.501 2.321 7.086 0.269
H 5.063 1.990 2.920 0.337
H 3.910 -0.596 -0.032 0.318
H -2.237 -4.152 -4.395 0.278
H -1.852 1.324 -1.242 0.235
H 5.511 -0.971 0.661 0.433
H -3.206 -0.609 0.292 0.268
H -2.685 -0.269 7.820 0.271
H 4.178 -1.282 2.945 0.426
H -2.213 -0.211 -2.935 0.203
H -0.686 -1.413 3.755 0.674
H -4.592 3.021 -3.909 0.346
H 0.301 -2.430 -4.405 0.157
H 1.299 -6.802 -8.125 0.273
H 0.722 0.294 -2.189 0.108
H 0.730 6.300 3.577 0.359
H -2.200 -2.383 -4.484 0.163
H 0.567 0.424 1.671 0.491
H 0.697 4.633 4.183 0.251
H -2.856 5.114 -2.495 0.297
H 0.643 -4.164 -7.342 0.300
H -0.291 1.409 -3.088 0.269
H 2.497 0.076 3.563 0.873
H -2.998 1.259 1.198 0.295

***

78
Properties=species:S:1:pos:R:3:mulliken_charge:R:1 method="wB97M-V/def2-TZVPD" smiles="[H]/N=C/CN(CN)C(=O)O.CCOCC.CCOCC.CCOCC.CCOCC" relative_energy_kcal_mol=0.0 orbital_gap_ev=9.406 charge=0 e_lumo_ha=0.0144
O -6.193 2.660 2.130 -0.371
O -1.623 0.846 -3.354 -0.494
O -2.496 -0.047 -1.479 -0.544
O 2.383 -2.578 -0.071 -0.157
O 5.409 -5.580 -1.410 -0.449
O 4.077 3.573 0.071 -0.438
N -3.770 1.406 -2.729 0.371
N -3.318 2.788 -0.207 -0.379
N -5.404 0.616 -0.984 -0.422
C 6.400 -5.751 -2.404 -0.323
C 2.630 -2.332 1.302 -0.149
C 4.625 -4.399 -1.509 0.015
C 3.843 -4.272 -2.803 -1.024
C 5.288 2.964 0.491 -0.363
C -2.613 0.701 -2.409 0.391
C -5.013 0.693 -2.369 -0.981
C 7.445 -4.648 -2.442 -1.003
C 2.623 2.466 1.724 -1.059
C -3.716 3.438 -1.211 -0.046
C -3.763 2.844 -2.598 -0.864
C 1.784 -3.166 2.247 -1.222
C -7.842 1.024 2.960 -1.181
C -6.418 1.312 2.520 -0.154
C 0.595 -0.901 -0.329 -0.492
C 2.901 2.808 0.270 -0.214
C -5.589 3.497 4.370 -1.023
C 5.596 1.646 -0.198 -0.720
C -6.438 3.645 3.119 -0.383
C 1.057 -2.332 -0.521 -0.556
H 3.406 1.839 2.153 0.245
H 5.298 2.833 1.579 0.288
H 7.934 -4.550 -1.472 0.275
H -4.528 3.510 4.119 0.265
H -0.894 1.383 -3.019 0.341
H 2.094 3.428 -0.121 0.309
H 6.568 1.279 0.133 0.387
H 1.285 -0.217 -0.830 0.121
H 2.926 1.896 -0.337 0.233
H 3.932 -4.445 -0.672 0.066
H 0.555 -0.625 0.726 0.233
H 5.943 -5.870 -3.394 0.291
H 3.686 -2.575 1.437 0.436
H 8.202 -4.885 -3.191 0.388
H -5.812 1.189 -2.930 0.377
H 3.184 -5.131 -2.940 0.274
H -7.946 -0.039 3.181 0.397
H -0.402 -0.763 -0.746 0.168
H 7.011 -3.682 -2.705 0.248
H 2.551 3.376 2.322 0.319
H -6.180 0.726 1.632 0.239
H 4.492 -4.200 -3.678 0.345
H -5.794 4.323 5.052 0.395
H -8.117 1.577 3.859 0.289
H 5.248 -3.509 -1.357 0.206
H 4.858 0.876 0.032 0.001
H -2.913 3.259 -3.159 0.311
H 6.057 3.698 0.251 0.344
H -3.376 3.354 0.640 0.209
H 2.078 -2.964 3.278 0.419
H -4.604 0.405 -0.398 0.318
H 1.078 -2.579 -1.583 0.277
H -4.048 4.485 -1.173 0.390
H 6.876 -6.702 -2.158 0.352
H 0.721 -2.938 2.156 0.282
H 1.684 1.918 1.807 0.380
H -4.904 -0.314 -2.779 0.314
H -5.837 1.471 -0.656 0.272
H 1.924 -4.230 2.050 0.297
H 3.234 -3.368 -2.762 0.298
H 5.626 1.776 -1.281 0.285
H -5.710 1.014 3.301 0.298
H 0.353 -3.026 -0.048 0.363
H -5.802 2.570 4.902 0.268
H -8.548 1.282 2.169 0.303
H -7.501 3.672 3.384 0.301
H 2.515 -1.265 1.532 0.073
H -6.211 4.592 2.626 0.348
H -4.654 3.230 -3.110 0.397

***

38
Properties=species:S:1:pos:R:3:mulliken_charge:R:1 method="wB97M-V/def2-TZVPD" orbital_gap_ev="4.994 / 4.170" charge=-1 e_lumo_ha="-0.0240 / -0.0543"
Tl 11.487 10.244 6.227 0.772
Se 15.158 9.762 6.855 0.203
Cl 13.463 3.123 9.172 -0.243
F 6.813 3.968 8.763 -0.320
F 9.325 7.757 10.253 -0.340
F 9.804 8.373 7.710 -0.065
F 6.405 5.213 6.517 -0.319
O 12.240 9.691 8.442 -0.627
O 13.830 9.799 10.052 -0.620
N 10.332 5.150 12.419 -0.509
N 17.651 8.984 5.384 -0.437
N 6.086 6.872 3.926 -0.638
N 9.066 9.705 5.009 -0.768
N 6.236 4.348 12.349 -0.499
C 13.269 4.835 9.216 0.398
C 9.407 5.204 11.738 0.225
C 13.278 7.633 9.159 1.253
C 8.767 7.001 9.313 0.671
C 7.076 4.840 11.713 0.140
C 8.127 5.797 9.687 0.251
C 7.263 5.797 7.366 -0.011
C 13.141 9.208 9.246 -0.248
C 16.665 9.304 5.927 0.217
C 12.874 5.535 10.376 -0.561
C 7.924 7.001 7.016 0.429
C 13.676 5.548 8.056 -0.928
C 7.745 7.611 5.735 0.378
C 12.931 6.892 10.362 -0.640
C 7.396 5.206 8.616 0.652
C 6.810 7.204 4.763 0.035
C 8.190 5.288 11.023 -0.270
C 8.832 7.432 8.013 -0.117
C 13.553 6.941 7.971 -0.219
C 8.417 8.806 5.368 0.155
H 12.476 4.981 11.216 0.564
H 13.772 7.510 7.036 0.225
H 12.840 7.427 11.270 0.434
H 13.998 4.983 7.206 0.376